Entry from OMol25: a cluster of 12 separate species, C5H34NO12 in total in a non-equilibrium geometry (ωB97M-V/def2-TZVPD).

```
52
C5H34NO12, DFT ωB97M-V/def2-TZVPD
C -3.218 2.436 -0.040
O -2.151 2.038 0.822
C -2.623 2.800 -1.445
C -2.440 1.515 -2.252
C -1.515 0.536 -1.629
C -0.252 0.522 -2.000
N 0.842 -0.001 -1.169
H -3.901 1.606 -0.245
H -3.717 3.227 0.509
H -1.907 1.120 0.746
H -3.340 3.509 -1.859
H -1.718 3.347 -1.181
H -3.431 1.124 -2.484
H -2.028 1.888 -3.195
H -1.818 -0.089 -0.798
H 0.160 0.922 -2.917
H 1.207 0.547 -0.378
H 1.690 -0.130 -1.699
H 0.529 -0.901 -0.766
H 2.169 1.060 2.144
H 1.394 2.221 1.471
O 2.179 1.652 1.398
H -1.628 -0.282 2.987
H -1.946 -0.517 1.688
O -1.156 -0.123 2.164
H -1.269 -3.312 -0.646
H -1.476 -2.928 -2.124
O -1.484 -2.557 -1.224
H 4.388 0.555 2.970
H 4.877 0.761 1.374
O 4.767 0.186 2.146
H 1.916 -3.564 2.787
H 2.419 -3.818 1.360
O 2.315 -4.261 2.217
H 3.509 -1.535 0.169
H 3.540 -0.200 0.942
O 3.095 -0.650 0.204
H -2.700 -1.923 0.079
H -4.003 -1.536 0.723
O -3.068 -1.316 0.766
H 1.474 -1.226 1.282
H -0.014 -1.228 1.691
O 0.727 -1.843 1.408
H -0.089 -5.730 -1.013
H -0.132 -4.840 0.318
O -0.442 -4.921 -0.594
H -0.157 4.094 0.190
H -0.601 2.888 0.851
O 0.233 3.428 0.799
H 3.849 2.376 -2.691
H 3.671 1.423 -1.496
O 3.272 1.651 -2.359
```

Computed properties:
Energy ... -31790.7753 eV
E_HOMO ... -0.47673 Eh
Relative energy (zero: lowest compared OMol25 entry of this formula, charge and spin) ... 55.9 kcal/mol
Frontier orbital gap ... 10.48 eV
2S+1 ... 1
LUMO level ... -2.50 eV
Total charge ... +1